A:
Below is C5H7PS in the gas phase, with properties calculated with ωB97M-V/def2-TZVPD.

Results
SMILES string: Cc1ccsc1P
total charge: 0
HOMO energy: -8.591 eV

Each line ends with the natural charge from an NBO analysis.
Geometry (Å):
C (0.116, 1.636, 0.140)  -0.62
C (0.175, 0.198, -0.116)  -0.10
C (1.338, -0.194, -0.789)  -0.24
C (1.481, -1.522, -1.072)  -0.38
S (0.090, -2.376, -0.390)  0.39
C (-0.664, -0.861, 0.152)  -0.44
P (-2.509, -0.868, 0.702)  0.30
H (0.305, 2.169, -0.769)  0.22
H (-0.780, 2.063, 0.580)  0.22
H (0.912, 1.929, 0.717)  0.22
H (2.106, 0.579, -1.097)  0.22
H (2.422, -1.859, -1.326)  0.23
H (-2.468, 0.501, 1.187)  -0.01
H (-2.524, -1.396, 2.081)  -0.01


B:
Below is C5H7PS in the gas phase, with properties calculated with ωB97M-V/def2-TZVPD.

Results
SMILES string: CC1=C[P@@H](=S)C=C1
total charge: 0
HOMO energy: -8.593 eV

Each line ends with the natural charge from an NBO analysis.
Geometry (Å):
C (-0.037, -1.636, -0.309)  -0.66
C (-0.155, -0.190, -0.077)  0.05
C (-1.144, 0.609, -0.656)  -0.56
P (-0.987, 2.272, 0.066)  1.01
S (-2.544, 3.189, 0.792)  -0.55
C (0.405, 1.731, 1.095)  -0.48
C (0.777, 0.445, 0.867)  -0.23
H (-0.997, -2.177, 0.012)  0.24
H (0.858, -1.968, 0.166)  0.22
H (0.054, -1.990, -1.351)  0.24
H (-1.996, 0.258, -1.160)  0.24
H (-0.129, 3.218, -0.710)  -0.01
H (0.996, 2.485, 1.681)  0.24
H (1.700, -0.007, 1.380)  0.24


B ends up most stable, edging out the next structure by 14.6 kJ/mol.


A:
Below is C4H2O3 in the gas phase, with properties calculated with ωB97M-V/def2-TZVPD.

Results
total charge: 0
HOMO energy (alpha / beta): -7.835 / -7.832 eV

Each line ends with the natural charge from an NBO analysis.
Geometry (Å):
C (-0.336, -0.889, 0.562)  -0.57
C (0.987, -0.530, 0.320)  0.32
C (-1.370, -0.142, 0.136)  0.70
C (0.335, 1.240, -1.029)  0.49
O (1.264, 0.614, -0.268)  -0.47
O (-2.423, 0.352, 0.067)  -0.40
O (0.272, 2.408, -1.235)  -0.55
H (-0.555, -1.890, 0.900)  0.27
H (1.826, -1.163, 0.546)  0.21


B:
Below is a 2-piece molecular cluster, C4H2O3 overall, with properties calculated with ωB97M-V/def2-TZVPD.

Results
SMILES string: O=C=C=O.C=C=O
total charge: 0
HOMO energy (alpha / beta): -8.813 / -8.865 eV

Each line ends with the natural charge from an NBO analysis.
Geometry (Å):
O (-1.167, 1.763, 0.617)  -0.40
C (-1.210, 0.610, 0.780)  0.36
C (-2.049, -0.401, 0.625)  0.40
O (-2.261, -1.525, 0.844)  -0.38
C (1.149, -0.291, -1.021)  -0.80
C (1.659, 0.052, 0.109)  0.72
O (1.860, 0.473, 1.173)  -0.45
H (1.241, -1.251, -1.558)  0.27
H (0.776, 0.571, -1.570)  0.27


A ends up most stable, edging out the next structure by 62.7 kJ/mol.


A:
Below is a 2-piece molecular cluster, C6H11NOS overall, with properties calculated with ωB97M-V/def2-TZVPD.

Results
SMILES string: O=CNSC1CC1.C=C
total charge: 0
HOMO energy: -9.016 eV

Each line ends with the natural charge from an NBO analysis.
Geometry (Å):
O (-1.519, 2.748, 1.406)  -0.60
C (-1.452, 2.910, 0.205)  0.51
N (-0.827, 2.044, -0.601)  -0.74
S (0.029, 0.640, 0.068)  0.44
C (-1.367, -0.452, 0.385)  -0.41
C (-1.837, -1.541, -0.633)  -0.42
C (-1.056, -1.919, 0.551)  -0.42
H (-1.822, 3.778, -0.262)  0.12
H (-0.610, 2.269, -1.510)  0.39
H (-2.001, 0.071, 1.188)  0.26
H (-1.480, -1.530, -1.643)  0.22
H (-2.830, -1.939, -0.642)  0.22
H (-1.688, -2.515, 1.206)  0.23
H (0.055, -2.066, 0.493)  0.22
C (3.504, -0.577, 0.409)  -0.40
C (2.615, -0.181, -0.530)  -0.39
H (3.614, -1.625, 0.871)  0.19
H (4.118, -0.012, 1.038)  0.19
H (2.586, 0.779, -0.936)  0.19
H (1.967, -0.879, -1.065)  0.20


B:
Below is a 2-piece molecular cluster, C6H11NOS overall, with properties calculated with ωB97M-V/def2-TZVPD.

Results
total charge: 0
HOMO energy: -8.547 eV

Each line ends with the natural charge from an NBO analysis.
Geometry (Å):
C (0.721, -0.693, 0.251)  -0.06
C (0.890, -3.346, -0.233)  0.30
C (-1.280, 1.813, 2.348)  -0.60
C (-0.455, -0.102, -0.352)  -0.40
C (-0.081, 0.863, 2.031)  -0.41
C (-0.316, -0.316, 1.168)  -0.23
N (0.793, -2.167, 0.036)  -0.55
O (1.300, -0.645, -3.715)  -0.90
S (1.270, -1.567, -4.999)  0.31
H (-2.115, 1.498, 3.005)  0.21
H (-0.909, 2.857, 2.771)  0.21
H (-1.705, 2.011, 1.324)  0.20
H (-0.390, 0.962, -0.549)  0.21
H (1.600, -0.146, 0.156)  0.23
H (-1.177, -0.613, -0.890)  0.24
H (0.485, 1.590, 1.443)  0.20
H (0.357, 0.769, 3.057)  0.22
H (-0.873, -1.176, 1.665)  0.24
H (1.962, 0.177, -3.664)  0.50
H (-0.078, -1.768, -4.852)  0.09


A ends up most stable, edging out the next structure by 128.6 kJ/mol.


A:
Below is C17H20N2O5S in the gas phase, with properties calculated with ωB97M-V/def2-TZVPD.

Results
SMILES string: COc1ccc(NC(=O)c2ccco2)cc1S(=O)(=O)N1CCCCC1
total charge: 0
HOMO energy: -8.269 eV

Each line ends with the natural charge from an NBO analysis.
Geometry (Å):
C (2.907, 3.353, -0.502)  -0.25
O (2.563, 2.002, -0.713)  -0.51
C (1.260, 1.645, -0.657)  0.38
C (0.225, 2.468, -0.212)  -0.31
C (-1.079, 2.011, -0.159)  -0.22
C (-1.392, 0.715, -0.559)  0.20
N (-2.687, 0.201, -0.543)  -0.61
C (-3.840, 0.806, -0.127)  0.64
O (-3.917, 1.925, 0.341)  -0.60
C (-5.022, -0.052, -0.298)  0.15
C (-6.336, 0.208, -0.005)  -0.23
C (-7.058, -0.949, -0.368)  -0.31
C (-6.136, -1.828, -0.853)  0.12
O (-4.905, -1.301, -0.817)  -0.40
C (-0.362, -0.108, -1.011)  -0.23
C (0.937, 0.347, -1.054)  -0.40
S (2.179, -0.794, -1.698)  2.34
O (3.139, -0.068, -2.470)  -0.92
O (1.446, -1.853, -2.334)  -0.95
N (2.972, -1.479, -0.422)  -0.68
C (3.921, -0.693, 0.319)  -0.24
C (3.330, -0.095, 1.613)  -0.42
C (2.039, -0.817, 2.006)  -0.40
C (2.202, -2.315, 1.774)  -0.42
C (2.359, -2.588, 0.272)  -0.22
H (2.714, 3.662, 0.531)  0.18
H (3.975, 3.415, -0.704)  0.21
H (2.370, 4.015, -1.188)  0.18
H (0.428, 3.480, 0.098)  0.23
H (-1.864, 2.661, 0.190)  0.26
H (-2.779, -0.737, -0.911)  0.41
H (-6.717, 1.116, 0.414)  0.25
H (-8.113, -1.106, -0.281)  0.23
H (-6.231, -2.823, -1.241)  0.21
H (-0.553, -1.111, -1.362)  0.24
H (4.258, 0.089, -0.361)  0.25
H (4.774, -1.338, 0.557)  0.20
H (3.128, 0.967, 1.483)  0.21
H (4.062, -0.198, 2.416)  0.20
H (1.206, -0.449, 1.403)  0.20
H (1.807, -0.616, 3.054)  0.22
H (1.341, -2.863, 2.158)  0.22
H (3.087, -2.661, 2.311)  0.20
H (1.392, -2.755, -0.204)  0.23
H (2.968, -3.487, 0.113)  0.20


B:
Below is C17H20N2O5S in the gas phase, with properties calculated with ωB97M-V/def2-TZVPD.

Results
SMILES string: COCCNC(=O)c1onc(CSc2ccc(C)c(C)c2)c1C(=O)O
total charge: 0
HOMO energy: -7.909 eV

Each line ends with the natural charge from an NBO analysis.
Geometry (Å):
C (2.417, -1.922, -5.259)  -0.25
O (1.113, -1.390, -5.223)  -0.54
C (0.081, -2.344, -5.303)  -0.07
C (-0.178, -3.040, -3.960)  -0.26
N (-0.460, -2.044, -2.954)  -0.57
C (-1.525, -2.096, -2.152)  0.64
O (-2.325, -3.027, -2.139)  -0.64
C (-1.658, -0.943, -1.237)  0.23
O (-0.686, -0.012, -1.251)  -0.27
N (-0.962, 0.939, -0.333)  -0.11
C (-2.088, 0.626, 0.252)  0.17
C (-2.644, 1.418, 1.365)  -0.58
S (-2.237, 0.606, 2.961)  0.28
C (-0.619, 1.210, 3.375)  -0.16
C (-0.208, 1.000, 4.686)  -0.24
C (1.040, 1.431, 5.087)  -0.18
C (1.899, 2.077, 4.207)  -0.06
C (3.248, 2.542, 4.666)  -0.63
C (1.484, 2.281, 2.889)  0.10
C (2.380, 2.966, 1.902)  -0.65
C (0.230, 1.844, 2.483)  -0.28
C (-2.606, -0.596, -0.295)  -0.23
C (-3.920, -1.205, 0.081)  0.78
O (-4.687, -0.607, 0.791)  -0.58
O (-4.202, -2.395, -0.408)  -0.67
H (2.566, -2.536, -6.154)  0.17
H (3.091, -1.068, -5.291)  0.20
H (2.643, -2.524, -4.373)  0.16
H (0.301, -3.098, -6.070)  0.18
H (-0.809, -1.784, -5.600)  0.20
H (-1.040, -3.706, -4.031)  0.24
H (0.697, -3.626, -3.660)  0.20
H (0.135, -1.226, -2.959)  0.43
H (-2.256, 2.434, 1.378)  0.25
H (-3.733, 1.403, 1.333)  0.29
H (-0.870, 0.503, 5.377)  0.22
H (1.352, 1.266, 6.108)  0.21
H (3.350, 3.618, 4.532)  0.22
H (3.397, 2.308, 5.717)  0.22
H (4.037, 2.060, 4.089)  0.21
H (3.325, 2.431, 1.807)  0.21
H (1.908, 3.015, 0.924)  0.22
H (2.606, 3.980, 2.231)  0.22
H (-0.060, 1.991, 1.454)  0.23
H (-3.529, -2.761, -1.045)  0.51


B ends up most stable, edging out the next structure by 54.2 kJ/mol.